[1]
This record from OMol25 describes a cluster of 2 separate species, C4H11INP in total. The level of theory is the ωB97M-V functional and the def2-TZVPD basis.

Calculated values
F_max = 2.904 eV/A
HOMO-LUMO gap (spin up / spin down) = 6.723 / 6.742 eV
calculated total energy = -852.70213 a.u.

Structure (ORCA input):
```
! RIJCOSX wB97M-V def2-TZVPD def2/J DEFGRID3
* xyz 0 1
I 4.126 0.554 1.465
P 3.284 -1.732 1.691
N 0.231 0.979 0.888
C -1.958 0.481 -0.084
C 0.265 0.683 -1.428
C -0.223 -1.399 -0.071
C -0.406 0.154 -0.126
H -0.095 0.808 1.836
H 0.825 -1.816 0.145
H -0.024 0.232 -2.348
H -0.693 -1.661 -0.976
H -2.347 0.329 -1.049
H 1.257 0.274 -1.199
H -0.798 -1.927 0.754
H 1.287 0.987 0.986
H -2.100 1.427 0.377
H -2.652 -0.138 0.608
H 0.022 1.766 -1.470
*
```

Mulliken population analysis, charges in e, atoms 1 to 6: 0.00 0.05 -0.59 -1.72 -1.47 -1.27

---

[2]
This record from OMol25 describes a cluster of 2 separate species, C2H8OS in total. The level of theory is the ωB97M-V functional and the def2-TZVPD basis.

Calculated values
F_max = 1.751 eV/A
HOMO-LUMO gap = 9.044 eV
structure (SMILES) = CSC.O
calculated total energy = -554.38539 a.u.

Structure (ORCA input):
```
! RIJCOSX wB97M-V def2-TZVPD def2/J DEFGRID3
* xyz 0 1
S -0.268 -2.035 -0.802
O 0.472 3.555 0.012
C 0.092 -0.272 -0.861
C -0.551 -2.310 0.970
H 0.397 4.509 -0.089
H 0.315 0.126 0.126
H 0.941 -0.243 -1.553
H 0.860 3.318 -0.845
H -0.754 0.418 -0.921
H 0.342 -2.852 1.282
H -0.376 -1.378 1.510
H -1.470 -2.837 1.171
*
```

Mulliken population analysis, charges in e, atoms 1 to 6: -0.11 -0.63 -0.86 -0.74 0.31 0.27

---

[3]
This record from OMol25 describes an isolated molecule of C3H4OS. The level of theory is the ωB97M-V functional and the def2-TZVPD basis.

Calculated values
F_max = 5.766 eV/A
HOMO-LUMO gap = 10.314 eV
structure (SMILES) = C[C@@H]1SC1=O
calculated total energy = -590.07431 a.u.

Structure (ORCA input):
```
! RIJCOSX wB97M-V def2-TZVPD def2/J DEFGRID3
* xyz 0 1
S 1.642 2.316 0.458
O -0.153 1.847 2.617
C 0.152 1.235 0.161
C 0.204 -0.274 -0.024
C 0.314 1.855 1.437
H -0.049 -0.560 -1.010
H 1.099 -0.683 0.219
H -0.319 1.680 -0.660
H -0.515 -0.487 0.695
*
```

Mulliken population analysis, charges in e, atoms 1 to 6: -0.13 -0.55 -0.14 -1.00 0.39 0.33

---

[4]
This record from OMol25 describes a cluster of 3 separate species, C5H13O3 in total. The level of theory is the ωB97M-V functional and the def2-TZVPD basis.

Calculated values
F_max = 2.583 eV/A
HOMO-LUMO gap = 7.401 eV
calculated total energy = -423.97370 a.u.

Structure (ORCA input):
```
! RIJCOSX wB97M-V def2-TZVPD def2/J DEFGRID3
* xyz -1 1
O 1.604 2.904 -0.141
O 0.461 -2.431 -0.944
O -1.431 -1.749 -2.408
C -2.086 0.081 0.721
C 0.350 -0.540 1.198
C 1.079 1.848 0.681
C 0.967 0.390 0.179
C -1.053 -0.014 1.549
H -0.640 -2.039 -1.658
H 0.948 -0.740 2.097
H -2.057 -1.921 -1.690
H 2.013 2.550 -0.938
H 1.244 -2.232 -1.452
H 1.700 1.919 1.572
H -3.085 0.388 0.982
H -0.022 2.021 0.805
H 1.923 0.082 -0.208
H -0.977 0.546 2.473
H 0.213 -1.599 0.747
H 0.321 0.539 -0.709
H -1.930 -0.313 -0.292
*
```

Mulliken population analysis, charges in e, atoms 1 to 6: -0.53 -0.98 -0.80 -0.41 -0.42 -0.41

---

[5]
This record from OMol25 describes a structure of composition C4H11N3. The level of theory is the ωB97M-V functional and the def2-TZVPD basis.

Calculated values
F_max = 8.413 eV/A
HOMO-LUMO gap = 8.272 eV
calculated total energy = -322.93730 a.u.

Structure (ORCA input):
```
! RIJCOSX wB97M-V def2-TZVPD def2/J DEFGRID3
* xyz 0 1
N -3.002 0.130 -0.860
N 1.894 -1.883 0.966
N 1.076 0.553 0.799
C -0.232 1.025 -1.190
C 1.311 -0.660 1.518
C -1.668 0.888 -0.424
C 0.906 0.155 -0.552
H 0.469 -0.962 -0.713
H -2.354 1.212 -1.455
H -1.843 1.732 0.224
H 0.692 -1.667 1.182
H 1.773 0.205 -1.175
H -0.290 0.572 -2.264
H -1.329 0.217 0.367
H 2.212 -2.530 1.698
H 1.439 -0.358 2.546
H 0.151 2.067 -1.359
H -2.600 -0.536 -1.498
*
```

Mulliken population analysis, charges in e, atoms 1 to 6: -0.64 -0.57 -0.45 -0.60 -0.17 -0.83

---

[6]
This record from OMol25 describes a structure of composition C14H15MnN6SSe. The level of theory is the ωB97M-V functional and the def2-TZVPD basis.

Calculated values
F_max = 2.000 eV/A
HOMO-LUMO gap (spin up / spin down) = 7.885 / 6.504 eV
calculated total energy = -4820.63618 a.u.

Structure (ORCA input):
```
! RIJCOSX wB97M-V def2-TZVPD def2/J DEFGRID3
* xyz 3 4
Se -0.075 -3.305 -4.665
Mn -0.610 -0.755 -0.626
S -1.738 -2.583 0.337
N 0.809 0.573 -1.167
N -1.680 0.597 0.276
N 0.767 -1.154 0.724
N 0.557 -2.160 1.634
N -0.769 -3.847 2.434
N -0.213 -1.798 -2.142
C -0.154 -2.390 -3.144
C -2.649 0.594 -0.649
C -2.789 2.330 1.427
C 2.968 -0.578 1.694
C 0.760 1.422 -2.192
C -1.730 1.449 1.304
C -0.582 -2.886 1.557
C 2.978 1.380 -0.597
C -3.795 2.328 0.469
C 1.804 2.294 -2.476
C 1.902 0.551 -0.369
C 1.847 -0.443 0.727
C -3.729 1.443 -0.606
C 2.929 2.268 -1.673
H -0.107 -4.077 3.163
H -0.923 1.414 2.023
H -2.562 -0.153 -1.461
H 3.352 0.407 1.955
H -4.495 1.411 -1.368
H 3.789 -1.138 1.235
H 1.292 -2.380 2.293
H 1.726 2.971 -3.315
H -0.135 1.408 -2.802
H -4.631 3.010 0.555
H -1.604 -4.416 2.384
H 2.695 -1.067 2.626
H 3.852 1.345 0.039
H -2.819 3.010 2.266
H 3.764 2.927 -1.871
*
```

Mulliken population analysis, charges in e, atoms 1 to 6: 0.39 -0.70 -0.23 0.22 0.08 0.80

---

[7]
This record from OMol25 describes a structure of composition C40H42FeN6P3S3. The level of theory is the ωB97M-V functional and the def2-TZVPD basis.

Calculated values
F_max = 1.474 eV/A
HOMO-LUMO gap (spin up / spin down) = 8.367 / 6.518 eV
calculated total energy = -5359.85701 a.u.

Structure (ORCA input):
```
! RIJCOSX wB97M-V def2-TZVPD def2/J DEFGRID3
* xyz 2 6
Fe 0.502 -0.868 0.242
S 2.189 -2.114 -1.371
S -0.322 -1.115 2.675
S -1.988 -0.601 -0.142
P -0.215 -0.644 -2.570
P -1.236 1.264 0.271
P 0.421 0.755 2.546
N 1.800 -4.742 -1.965
N 2.012 -2.466 1.368
N -1.936 -0.318 -4.864
N 0.398 -0.763 -5.309
N -1.035 -2.522 -4.487
N 1.351 -4.298 0.116
C 1.308 -5.904 -1.387
C 2.718 -2.010 2.414
C 2.103 1.002 3.169
C 1.773 -4.546 2.513
C -1.627 3.612 5.482
C 0.114 3.354 -2.985
C 0.448 1.143 0.816
C 0.117 -2.192 -5.325
C 2.337 -4.670 -3.317
C -2.236 3.494 1.531
C -2.314 2.915 -1.700
C -3.165 4.208 2.267
C -4.539 2.238 2.461
C -1.701 0.141 -3.451
C -2.151 2.339 5.314
C 1.667 -3.740 1.391
C 2.372 -4.010 3.639
C 3.624 1.038 5.028
C 3.119 1.435 2.320
C 0.068 2.546 -1.854
C 4.391 1.663 2.831
C -1.569 1.458 4.410
C -0.526 4.022 4.739
C 2.929 -2.743 3.562
C -2.263 3.718 -2.830
C -2.189 -1.820 -4.924
C 1.027 -5.636 -0.108
C 4.644 1.454 4.179
C 2.352 0.813 4.527
C -0.464 1.863 3.677
C -2.463 2.143 1.261
C -0.720 -0.010 -5.741
C 0.942 -0.324 -4.022
C 0.055 3.151 3.833
C 1.800 -3.743 -1.058
C -3.607 1.510 1.732
C -0.770 -2.371 -3.054
C -4.317 3.579 2.729
C -1.151 2.313 -1.217
C -1.050 3.930 -3.477
H 2.907 1.593 1.270
H -0.091 -2.506 -6.349
H -3.770 0.463 1.516
H -2.587 -0.084 -2.860
H -3.046 -2.042 -4.291
H 3.821 0.896 6.083
H 2.805 -3.700 -3.456
H 0.972 2.116 -1.442
H 1.546 0.505 5.183
H 1.544 -4.825 -4.048
H -5.438 1.752 2.818
H -1.969 0.459 4.281
H -1.682 -2.590 -2.493
H 0.601 -6.268 0.650
H -0.119 5.017 4.867
H 3.508 -2.325 4.373
H -0.524 1.058 -5.667
H 1.132 0.750 -4.059
H 5.184 2.004 2.178
H -1.565 1.219 -3.488
H -5.043 4.145 3.298
H 3.084 -5.450 -3.447
H -3.254 2.753 -1.187
H 0.991 -2.719 -4.955
H -2.415 -2.071 -5.960
H -1.010 4.563 -4.355
H -1.341 3.979 1.157
H 0.915 3.463 3.251
H -0.017 -3.096 -2.766
H 1.211 -6.821 -1.943
H 1.893 -0.822 -3.847
H 3.129 -1.021 2.293
H -3.015 2.031 5.888
H -2.751 0.174 -5.233
H -3.166 4.186 -3.200
H 5.637 1.628 4.574
H 1.063 3.549 -3.470
H -2.994 5.256 2.479
H -2.078 4.293 6.193
H 2.445 -4.597 4.545
H -0.987 -0.272 -6.765
H 1.445 -5.575 2.499
*
```

Mulliken population analysis, charges in e, atoms 1 to 6: -0.02 -0.34 -0.51 -0.70 1.16 2.41

---

[8]
This record from OMol25 describes a structure of composition C23H33GaNO4S5Si. The level of theory is the ωB97M-V functional and the def2-TZVPD basis.

Calculated values
F_max = 0.198 eV/A
HOMO-LUMO gap = 7.507 eV
calculated total energy = -5457.38128 a.u.

Structure (ORCA input):
```
! RIJCOSX wB97M-V def2-TZVPD def2/J DEFGRID3
* xyz -1 1
Ga 0.198 -0.650 -0.727
S 1.675 -2.650 -3.782
S 4.219 -2.975 -5.307
S 3.993 -3.704 -2.448
S 2.511 -4.074 0.200
S -0.110 -2.846 -1.362
Si -0.847 0.255 1.246
O 2.043 -0.295 -0.937
O -0.948 3.637 -6.048
O 3.476 0.940 -2.130
O 1.270 3.943 -5.687
N 0.015 0.378 -2.460
C -0.261 2.857 0.172
C 0.132 2.298 -4.444
C 1.555 1.233 2.442
C 1.462 -3.086 -2.104
C 2.363 0.535 -1.907
C 4.270 -4.278 0.545
C -0.051 0.204 4.039
C -2.617 2.144 0.032
C -1.061 1.649 -4.143
C 3.335 -3.088 -3.932
C 1.284 -1.203 2.472
C -3.148 -1.166 0.306
C 0.513 0.118 2.615
C -1.684 2.848 2.217
C 2.546 -3.578 -1.483
C -1.366 2.089 0.920
C -1.086 0.696 -3.149
C 1.183 0.973 -2.759
C 0.159 3.414 -5.527
C -1.891 -2.255 2.115
C -2.368 -0.888 1.602
C 1.279 1.931 -3.746
C -3.342 -0.306 2.635
H 4.816 -3.349 0.395
H -0.748 -0.605 4.260
H 0.772 0.128 4.760
H -2.477 2.371 2.796
H 0.132 2.308 -0.686
H 0.668 -2.086 2.636
H 2.223 2.406 -3.971
H 1.754 -1.302 1.491
H -1.946 1.924 -4.700
H -3.500 1.742 0.529
H -2.020 3.862 1.972
H 0.580 3.111 0.813
H 2.374 1.063 3.150
H -2.830 3.188 -0.220
H -2.855 -0.089 3.588
H -0.810 2.945 2.863
H -2.480 1.610 -0.911
H 4.327 -4.551 1.598
H -3.598 -0.273 -0.124
H -2.754 -2.926 2.192
H -0.563 1.149 4.227
H 2.095 -1.223 3.211
H -3.814 0.613 2.285
H 4.711 -5.078 -0.048
H -1.989 0.161 -2.881
H -0.672 3.794 -0.218
H -4.143 -1.029 2.831
H -1.438 -2.194 3.105
H -1.174 -2.724 1.438
H 1.988 1.236 1.439
H -2.521 -1.631 -0.459
H 1.149 2.223 2.648
H -3.958 -1.873 0.520
*
```

Mulliken population analysis, charges in e, atoms 1 to 6: -0.07 -0.01 -0.24 -0.14 0.12 -0.52

---

[9]
This record from OMol25 describes a structure of composition C34H31N4PPdS. The level of theory is the ωB97M-V functional and the def2-TZVPD basis.

Calculated values
F_max = 3.790 eV/A
HOMO-LUMO gap (spin up / spin down) = 6.023 / 5.710 eV
calculated total energy = -2400.58574 a.u.

Structure (ORCA input):
```
! RIJCOSX wB97M-V def2-TZVPD def2/J DEFGRID3
* xyz 0 1
Pd 1.044 0.049 -0.783
S 3.333 -0.351 -0.680
P -1.005 0.223 -1.736
N 4.888 0.164 1.313
N 1.437 0.393 1.533
N 2.645 0.106 1.906
N 5.236 0.056 2.606
C 3.920 -3.132 3.859
C -3.793 0.145 -3.357
C -0.670 -0.123 -3.491
C -1.761 0.685 4.154
C -3.748 -0.533 -2.024
C -2.515 -1.273 -0.072
C -1.284 4.604 -0.552
C 5.039 -0.791 4.838
C 0.536 0.063 3.781
C -4.873 -1.157 -1.499
C -0.030 2.683 -1.288
C -0.069 3.985 -0.804
C -0.819 0.934 1.967
C -0.163 0.600 -5.730
C 0.120 -1.704 -5.118
C 0.173 -0.700 -6.071
C -2.568 -0.581 -1.280
C -1.890 1.053 2.820
C 4.096 -2.967 5.225
C -2.458 2.617 -1.200
C -1.252 2.011 -1.509
C 0.417 0.438 2.428
C 3.620 0.003 1.002
C 1.229 1.959 -1.540
C 4.657 -1.794 5.706
C -3.641 -1.895 0.429
C -0.277 -1.430 -3.818
C 4.281 -2.133 2.983
C -2.476 3.927 -0.744
C -0.233 -2.482 -2.755
C -0.589 0.887 -4.445
C 4.840 -0.944 3.464
C -4.825 -1.829 -0.288
C -0.550 0.191 4.620
H 5.480 0.121 5.212
H 4.800 -1.664 6.769
H 0.476 -2.166 -1.960
H -3.416 4.398 -0.495
H -3.416 -0.529 -4.128
H -3.595 -2.430 1.365
H -0.463 -0.104 5.656
H 0.100 -3.435 -3.158
H -0.900 1.239 0.927
H 1.484 -0.318 4.133
H -3.165 1.034 -3.362
H -2.833 1.429 2.446
H -2.603 0.783 4.823
H -5.717 -2.305 0.094
H -5.801 -1.125 -2.051
H 4.166 -2.268 1.919
H -1.214 -2.622 -2.298
H -0.081 1.390 -6.464
H 0.421 -2.710 -5.380
H -3.379 2.058 -1.281
H 3.796 -3.749 5.904
H -1.570 -1.311 0.466
H -1.297 5.621 -0.190
H 5.999 0.659 2.883
H -4.811 0.427 -3.618
H 2.100 2.444 -1.084
H 1.401 1.757 -2.610
H -0.851 1.901 -4.167
H 0.856 4.506 -0.601
H 3.511 -4.053 3.470
H 0.501 -0.932 -7.073
*
```

Mulliken population analysis, charges in e, atoms 1 to 6: -0.96 -0.35 0.73 -0.84 0.45 -0.45

---

[10]
This record from OMol25 describes a structure of composition C20H23CdIN8O5. The level of theory is the ωB97M-V functional and the def2-TZVPD basis.

Calculated values
F_max = 0.454 eV/A
HOMO-LUMO gap = 2.754 eV
calculated total energy = -2055.70789 a.u.

Structure (ORCA input):
```
! RIJCOSX wB97M-V def2-TZVPD def2/J DEFGRID3
* xyz -2 1
I -1.710 6.001 -3.153
Cd 0.295 -0.165 0.351
O -1.547 -1.510 4.156
O -1.007 2.387 0.727
O 2.621 -0.385 1.350
O 4.137 0.647 2.674
O -1.116 -1.177 1.973
N -3.228 -2.221 -2.090
N 1.774 -1.254 -2.006
N -1.565 1.804 -2.206
N -3.417 -3.441 -4.048
N -1.069 -1.599 -1.274
N -3.012 -1.034 -0.132
N -1.300 -2.877 -3.334
N 0.561 0.831 2.691
C -0.474 1.791 3.050
C 3.086 -1.592 -1.883
C 2.828 -3.292 -3.570
C 1.905 1.391 2.769
C 0.864 -2.160 -2.659
C -0.478 -2.198 -2.412
C 1.500 -3.065 -3.599
C -3.678 2.155 -3.263
C -0.704 2.881 2.023
C 1.304 0.053 -1.571
C -1.296 3.094 -2.350
C 3.655 -2.589 -2.602
C -3.411 3.502 -3.415
C 2.998 0.444 2.219
C -2.726 1.343 -2.655
C 0.438 -0.349 3.542
C -2.196 3.963 -2.950
C -0.862 -1.084 3.221
C -2.570 -2.824 -3.112
C -2.380 -1.656 -1.204
H -2.497 -1.112 0.748
H -0.248 2.266 4.021
H 2.138 0.757 -1.547
H -4.615 1.737 -3.607
H 3.276 -4.020 -4.238
H 0.846 -3.608 -4.268
H -3.964 -1.358 -0.052
H 0.548 0.394 -2.276
H -4.280 -3.740 -3.621
H 4.702 -2.824 -2.465
H -2.938 -4.167 -4.558
H -1.512 3.522 2.392
H -2.897 0.278 -2.526
H -0.341 3.433 -1.966
H 0.455 -0.087 4.606
H -4.126 4.171 -3.875
H 3.653 -0.983 -1.188
H 0.180 3.505 1.904
H 1.958 2.296 2.158
H 2.171 1.659 3.801
H -1.413 1.246 3.173
H -1.778 1.803 0.767
H 1.272 -1.016 3.322
*
```

Mulliken population analysis, charges in e, atoms 1 to 6: 0.00 1.45 -0.80 -0.35 -0.58 -0.81

---

[11]
This record from OMol25 describes an isolated molecule of C4H8N4. The level of theory is the ωB97M-V functional and the def2-TZVPD basis.

Calculated values
F_max = 14.283 eV/A
HOMO-LUMO gap = 7.771 eV
structure (SMILES) = [H]/N=C(\NN=C)[C@@H]1CN1
calculated total energy = -375.89302 a.u.

Structure (ORCA input):
```
! RIJCOSX wB97M-V def2-TZVPD def2/J DEFGRID3
* xyz 0 1
N -2.186 -0.411 -0.234
N 0.434 1.532 0.835
N -0.467 -1.037 -1.283
N 0.761 -1.192 -2.018
C -0.458 1.003 1.867
C -0.866 -0.268 -0.365
C -0.073 0.139 0.583
C 1.804 -0.386 -1.103
H 0.523 -0.586 1.136
H 0.163 0.586 2.769
H 1.586 0.471 -0.365
H 2.741 -0.589 -1.542
H -2.615 -0.818 -1.029
H -1.224 -1.283 -2.257
H -1.582 1.329 1.998
H 1.459 1.510 1.010
*
```

Mulliken population analysis, charges in e, atoms 1 to 6: -0.73 -0.68 -0.01 -0.54 -0.33 0.20

---

[12]
This record from OMol25 describes a cluster of 2 separate species, C2H5F3N2 in total. The level of theory is the ωB97M-V functional and the def2-TZVPD basis.

Calculated values
F_max = 4.096 eV/A
HOMO-LUMO gap (spin up / spin down) = 10.115 / 9.547 eV
calculated total energy = -488.00973 a.u.

Structure (ORCA input):
```
! RIJCOSX wB97M-V def2-TZVPD def2/J DEFGRID3
* xyz 0 1
F 1.899 -0.423 -1.519
F 1.387 -2.437 -1.349
F 0.023 -2.074 0.659
N -0.595 -1.065 0.069
N 0.879 -1.254 -1.680
C -0.347 0.126 0.841
C -0.722 1.480 0.150
H -0.263 1.542 -0.747
H -0.812 -0.037 1.823
H -1.765 1.516 -0.185
H 0.773 0.320 1.046
H -0.458 2.307 0.892
*
```

Mulliken population analysis, charges in e, atoms 1 to 6: -0.11 -0.11 -0.10 -0.21 0.16 -0.17